A molecular structure, C17H25BrCl16NO4S2, computed with ωB97M-V/def2-TZVPD.

Values from the calculation:
Molecular weight: 1018.7 g/mol
Strongest force on any atom: 3.553 eV/Å
HOMO level: -5.08 eV
Calculated total energy: -319783.2135 eV

Geometry as ORCA input:
```
! wB97M-V def2-TZVPD RIJCOSX def2/J DEFGRID3
* xyz -1 1
H 1.5998 0.9165 -1.6086
C -5.7943 -2.0722 0.4944
S -3.1554 0.5564 -0.4327
O -4.0591 0.4285 0.6981
H 3.6991 0.0812 0.0627
H -5.0788 -2.5518 -0.1735
Cl 3.1253 6.5284 3.2775
C -0.5913 1.5859 -0.6917
H -0.1500 0.6574 2.2539
H -1.8970 1.9700 1.0501
C -5.9905 -0.7079 -1.6739
Cl 2.0575 -5.3029 -2.0423
H 5.7084 -1.3375 -3.2462
C 2.3918 -7.0337 -1.9787
C 2.7187 -0.3520 -0.1874
C 1.7588 0.8281 -0.5331
H 6.0183 -0.4117 -1.7539
C -6.6420 -1.1062 -0.3421
Cl 2.2362 4.1436 4.6441
Cl -3.5719 3.5558 4.6221
H -2.3688 2.7596 -0.4369
H 1.5414 1.1068 1.8882
O -2.3834 -0.6680 -0.5930
H 3.7797 -3.6582 -1.1321
O -5.9278 1.5054 -3.0252
Cl -3.2694 0.7748 3.9044
C 5.2405 -0.7654 -2.4455
H 5.1992 -3.5714 -2.1887
H -0.0619 2.5103 -0.9418
C 0.4990 1.2253 1.5849
Cl 0.3363 5.7784 3.2135
C 4.2494 -1.6603 -1.7299
C 1.9934 5.1682 3.2242
C 4.6619 -3.0635 -1.3705
Cl 7.8229 2.6199 1.8092
S -5.4671 1.0270 -1.7403
H 2.0806 -1.5571 -1.9496
C -4.4226 2.1079 4.0402
H -0.7776 1.0560 -1.6303
Br -8.3575 -2.0300 -0.8072
H -6.3937 -2.8687 0.9342
H 5.3464 -3.0036 -0.5213
Cl 2.2771 4.2199 1.7624
Cl -5.6868 1.6702 5.2065
H 0.0039 -0.3352 0.1231
Cl 5.1556 2.2780 0.7641
O -6.0839 1.7920 -0.6771
N -3.8429 1.0621 -1.8030
H 2.3636 -0.9611 0.6450
H 4.7168 0.0929 -2.8535
Cl 2.0427 -7.6436 -0.3564
H -6.9564 -0.2387 0.2267
H -5.2712 -1.5570 1.2950
Cl 4.0967 -7.3188 -2.3597
H -6.6790 -0.8627 -2.4979
Cl 7.4198 2.2541 -1.0259
Cl 1.3773 -7.8777 -3.1557
C 2.9641 -1.2442 -1.3850
H 2.1963 1.7479 -0.1298
Cl 6.9871 0.0503 0.7915
H -5.1347 -1.3461 -1.8914
Cl -5.1430 2.4306 2.4748
C -1.9449 1.8395 -0.0299
C 0.3558 0.6955 0.1333
H 0.2371 2.2814 1.6338
C 6.8448 1.8011 0.5837
*
```